Arrangement P

Here is a 2-piece molecular cluster, C4H11N2 overall from the OMol25 dataset. Energies are from the ωB97M-V functional and the def2-TZVPD basis.

Cartesian coordinates (Å):
C  0.156  -0.328  -2.248
C  0.720  -1.509  -1.442
C  -0.151  -1.804  -0.238
C  0.520  -2.093  0.987
N  -0.140  -2.520  2.097
N  -1.430  -1.849  -0.424
H  0.248  0.600  -1.692
H  -0.860  -0.582  -2.535
H  0.702  -0.197  -3.186
H  1.754  -1.336  -1.116
H  0.739  -2.416  -2.059
H  1.604  -2.100  1.045
H  -0.267  -1.873  2.872
H  -0.186  11.636  3.114
H  -0.965  -3.075  1.879
H  -1.946  -1.912  0.465
H  -0.497  11.358  2.479

The value obtained for the HOMO energy is -15.42 eV. As for the net charge: +1.

***

Arrangement Q

Here is a 2-piece molecular cluster, C4H11N2 overall from the OMol25 dataset. Energies are from the ωB97M-V functional and the def2-TZVPD basis.

Cartesian coordinates (Å):
C  -0.890  -0.171  -0.989
C  -0.761  0.142  1.165
C  0.165  -0.530  0.140
C  1.801  0.968  -0.270
N  0.773  -1.773  0.181
N  -1.748  0.511  0.109
H  -0.636  0.636  -1.605
H  -1.255  -1.107  -1.393
H  -1.301  -0.439  1.838
H  -0.181  1.046  1.666
H  1.405  1.925  -0.343
H  2.047  0.628  -1.237
H  2.651  0.532  0.351
H  1.228  -2.151  -0.638
H  1.276  -1.778  1.042
H  -1.949  1.513  -0.081
H  -2.626  0.049  0.065

The value obtained for the HOMO energy is -11.95 eV. As for the net charge: +1.

***

Which structure above is the least stable one? arrangement Q is the least stable one.